C9H10Cl3LaNO2 | the ωB97M-V functional and the def2-TZVPD basis

CARTESIAN COORDINATES (ANGSTROEM)
1 C -0.39 1.08 -2.01
2 C 0.99 1.20 -1.79
3 C 1.20 2.15 -0.77
4 C -0.07 2.61 -0.35
5 C -1.06 1.96 -1.13
6 La -0.49 -0.49 0.29
7 N -2.86 -0.53 -0.77
8 C 0.54 -2.50 0.04
9 C 1.43 -2.38 -0.93
10 H 2.17 2.54 -0.41
11 H 1.80 0.68 -2.39
12 H -0.28 3.42 0.40
13 H -2.15 2.08 -1.04
14 H -0.89 0.39 -2.72
15 H 1.28 -2.00 -1.95
16 H -0.09 -2.34 0.99
17 H -2.91 -1.71 -0.87
18 H 2.45 -2.57 -0.62
19 H -0.32 -3.22 -0.74
20 Cl 0.66 -1.87 5.54
21 C -0.20 -0.47 4.92
22 Cl -1.89 -0.52 5.42
23 Cl 0.60 1.02 5.41
24 C -0.18 -0.52 3.37
25 O 0.72 -1.17 2.77
26 O -1.06 0.14 2.68

Output
Charge: -1
LUMO (alpha / beta) (eV): 1.82 / 1.84
2S+1: 1
Energy relative to the best compared isomer or geometry (same formula, charge and spin) (kJ/mol): 703.4
Frontier orbital gap (alpha / beta) (eV): 4.2 / 4.2
Largest force on an atom (hartree/bohr): 0.171
Electronic energy (a.u.): -1966.11393

Population analysis type Löwdin, resulting atomic charges in e: C -0.336; C -0.273; C -0.217; C -0.211; C -0.283; La 1.748; N -0.475; C -0.410; C -0.154; H 0.083; H 0.095; H 0.099; H 0.080; H 0.080; H 0.075; H 0.019; H -0.228; H 0.052; H 0.172; Cl 0.612; C -1.554; Cl 0.620; Cl 0.614; C -0.818; O -0.143; O -0.247